# 1
Formula: C50H39CsN14O4S
Source: OMol25
Level of theory: ωB97M-V/def2-TZVPD

Output
Energy, eV: -92918.936
Total charge: -2
LUMO level, eV: 3.422
Relative energy (zero: lowest compared OMol25 entry of this formula, charge and spin), kJ/mol: 93.72

Last column: Mulliken charge in e.
Positions of all 109 atoms, in Å:
Cs1 0.233 -0.499 0.271  1.5704
O1 -1.533 -0.333 5.133  -0.4940
C1 -2.685 -1.020 5.141  0.0476
C2 -3.338 -1.215 6.360  -0.6462
C3 -4.521 -1.928 6.411  -0.2715
C4 -5.070 -2.456 5.248  -0.8205
C5 -4.423 -2.258 4.039  -0.3474
C6 -3.230 -1.546 3.954  0.1945
C7 -2.541 -1.340 2.626  0.4830
O2 -1.418 -0.726 2.603  -0.4520
N1 -3.223 -1.809 1.603  -0.7622
N2 -2.576 -1.683 0.403  0.1850
C8 -3.341 -1.745 -0.613  -0.6712
C9 -2.838 -1.608 -1.988  0.5022
C10 -3.746 -1.637 -3.047  -0.6378
C11 -3.287 -1.422 -4.335  -0.3636
C12 -1.936 -1.188 -4.533  -0.8525
C13 -1.102 -1.197 -3.421  0.0807
N3 -1.531 -1.408 -2.186  0.0336
H1 -1.256 -0.344 4.131  0.1817
H2 -2.896 -0.791 7.253  0.3638
H3 -5.018 -2.073 7.363  0.3579
H4 -5.998 -3.014 5.284  0.3673
H5 -4.830 -2.651 3.117  0.4449
H6 -4.423 -1.848 -0.487  0.2239
H7 -4.797 -1.807 -2.849  0.3534
H8 -3.976 -1.425 -5.171  0.3958
H9 -1.531 -0.992 -5.516  0.4059
H10 -0.037 -1.017 -3.527  0.2915
N4 1.534 9.556 -5.930  -0.6205
C14 1.359 8.626 -5.275  -0.0634
C15 1.137 7.468 -4.455  0.6387
C16 1.708 6.244 -4.803  -0.7450
C17 1.486 5.134 -4.008  0.0492
C18 0.696 5.224 -2.866  -0.5717
C19 0.130 6.450 -2.527  0.2470
C20 0.346 7.568 -3.311  -0.7528
C21 0.453 4.021 -2.013  0.8656
C22 1.440 3.762 -1.070  0.3216
C23 2.603 4.582 -0.832  -1.0160
C24 3.301 3.965 0.168  -1.1346
C25 2.544 2.789 0.497  -0.4235
N5 1.455 2.667 -0.220  0.3296
C26 -0.739 3.333 -2.297  -0.0062
C27 -1.641 3.671 -3.360  -0.9426
C28 -2.675 2.769 -3.285  -1.1750
C29 -2.361 1.926 -2.179  -0.7144
N6 -1.223 2.244 -1.594  0.1318
H11 2.322 6.174 -5.691  0.4404
H12 1.927 4.179 -4.263  0.6289
H13 -0.484 6.512 -1.638  0.4797
H14 -0.093 8.521 -3.046  0.4165
H15 2.857 5.499 -1.341  0.4354
H16 4.232 4.282 0.616  0.4358
H17 2.805 2.037 1.232  0.3135
H18 -1.522 4.471 -4.075  0.4501
H19 -3.543 2.702 -3.926  0.4429
H20 -2.959 1.103 -1.807  0.5880
C30 9.867 -2.885 -9.921  -0.8245
O3 9.801 -3.947 -9.003  -0.4454
C31 8.867 -3.834 -7.993  0.9191
C32 8.013 -2.751 -7.830  -0.7571
C33 7.109 -2.728 -6.775  -0.2273
C34 7.036 -3.779 -5.860  -0.1846
C35 7.904 -4.861 -6.047  -0.1848
C36 8.805 -4.892 -7.093  -0.6438
N7 6.170 -3.848 -4.757  -0.6786
N8 5.431 -2.816 -4.631  0.2534
C37 4.575 -2.761 -3.587  0.1901
C38 4.442 -3.775 -2.610  -0.3778
C39 3.581 -3.679 -1.559  -1.1308
C40 2.729 -2.532 -1.360  0.1999
O4 1.908 -2.452 -0.438  -0.6070
C41 2.897 -1.432 -2.346  -0.9584
N9 2.177 -0.317 -2.123  0.5804
C42 2.257 0.681 -2.974  -0.4209
C43 3.061 0.624 -4.122  -0.9933
C44 3.822 -0.493 -4.348  -0.3118
C45 3.773 -1.569 -3.440  1.0033
H21 10.642 -3.148 -10.640  0.2282
H22 10.136 -1.943 -9.432  0.3252
H23 8.919 -2.748 -10.451  0.3263
H24 8.039 -1.913 -8.514  0.3386
H25 6.448 -1.883 -6.645  0.3162
H26 7.851 -5.679 -5.339  0.4099
H27 9.476 -5.731 -7.231  0.3690
H28 5.063 -4.654 -2.725  0.3950
H29 3.496 -4.475 -0.829  0.4137
H30 1.664 1.561 -2.742  0.3508
H31 3.084 1.464 -4.807  0.5151
H32 4.470 -0.570 -5.211  0.3917
N10 1.049 -0.281 5.114  -0.0537
C46 2.302 -0.353 5.567  0.5514
N11 2.498 -0.308 6.924  -0.4670
N12 3.361 -0.409 4.797  -0.8769
C47 3.036 -0.364 3.511  0.6679
N13 2.567 -0.330 2.455  -0.6061
H33 0.230 -0.140 5.681  0.1625
H34 0.891 -0.329 4.115  0.1219
H35 1.773 -0.702 7.500  0.2476
H36 3.438 -0.552 7.191  0.2671
S1 -2.481 3.320 3.670  -0.2637
C48 -0.969 2.892 4.353  -0.1880
C49 -0.161 2.386 3.387  -0.7572
N14 -0.702 2.335 2.131  0.1932
C50 -1.903 2.795 2.124  -0.2507
H37 -0.767 2.999 5.405  0.4039
H38 0.848 2.029 3.536  0.4363
H39 -2.514 2.848 1.234  0.4184

Forces on atoms 1 to 6 (eV/Å):
-0.2 1.3 0.0
0.1 0.1 -0.8
-0.4 -0.3 -0.1
0.1 0.0 0.0
0.0 0.0 0.0
0.0 0.0 0.0

---

# 2
Formula: C50H41BrCsF9N6O5SSe
Source: OMol25
Level of theory: ωB97M-V/def2-TZVPD

Output
Energy, eV: -242924.279
Total charge: -2
LUMO level, eV: 3.294
Relative energy (zero: lowest compared OMol25 entry of this formula, charge and spin), kJ/mol: 0.00

Last column: Mulliken charge in e.
Positions of all 115 atoms, in Å:
Cs1 0.649 0.933 -0.726  1.6607
C1 -0.396 -4.378 2.155  -1.1284
N1 -0.023 -3.003 1.943  0.5099
C2 -1.159 -2.120 2.050  -0.7907
C3 1.090 -2.593 2.781  -0.3829
C4 2.431 -3.022 2.202  -0.4799
N2 2.739 -2.184 1.056  -0.6329
C5 3.276 -2.791 0.000  1.1502
C6 3.096 -2.239 -1.308  -0.5598
F1 2.417 -1.066 -1.397  -0.0730
C7 3.594 -2.791 -2.456  0.1079
F2 3.347 -2.174 -3.632  -0.3271
C8 4.324 -3.974 -2.456  -0.8526
C9 4.539 -4.529 -1.210  0.1570
F3 5.298 -5.652 -1.112  -0.3547
C10 4.055 -3.984 -0.041  0.2601
F4 4.469 -4.567 1.122  -0.3667
H1 0.459 -5.038 2.002  0.2497
H2 -1.174 -4.664 1.446  0.3261
H3 -0.782 -4.553 3.180  0.3672
H4 -1.610 -2.125 3.064  0.2312
H5 -1.937 -2.410 1.340  0.4170
H6 -0.859 -1.099 1.826  -0.0233
H7 0.965 -2.991 3.811  0.3734
H8 1.081 -1.502 2.858  -0.1919
H9 2.357 -4.082 1.936  0.6391
H10 3.189 -2.971 2.996  -0.3979
H11 4.707 -4.416 -3.361  0.4896
N3 -2.816 0.605 4.822  -0.0107
C11 -3.957 -0.026 4.361  0.4972
C12 -5.043 -0.606 5.010  -1.1428
C13 -6.001 -1.193 4.202  -0.3118
C14 -5.880 -1.202 2.803  -0.6301
C15 -4.801 -0.620 2.164  -0.4182
C16 -3.831 -0.022 2.967  0.5631
N4 -2.643 0.591 2.592  -0.3285
C17 -2.069 0.922 3.707  0.3914
C18 -0.752 1.556 3.832  -0.4756
C19 -0.383 2.409 4.826  -0.5597
S1 1.227 2.923 4.573  -0.3449
C20 1.287 1.950 3.161  -0.0054
N5 0.215 1.281 2.894  0.2394
H12 -2.495 0.666 5.770  0.2255
H13 -5.132 -0.612 6.089  0.3628
H14 -6.859 -1.668 4.661  0.3591
H15 -6.642 -1.690 2.209  0.4329
H16 -4.685 -0.650 1.085  0.3421
H17 -0.991 2.794 5.628  0.4905
H18 2.171 1.918 2.552  0.2111
F5 -8.557 -4.404 -4.343  -0.3324
C21 -7.560 -3.753 -3.708  0.6149
C22 -6.898 -2.706 -4.318  -0.1058
F6 -7.259 -2.333 -5.562  -0.3310
C23 -5.879 -2.048 -3.654  0.4930
F7 -5.299 -1.040 -4.331  -0.2789
C24 -5.452 -2.382 -2.368  -0.4197
Se1 -4.039 -1.471 -1.487  -0.3992
C25 -6.153 -3.442 -1.792  0.5092
F8 -5.861 -3.863 -0.550  -0.3183
C26 -7.179 -4.117 -2.430  -0.0094
F9 -7.820 -5.129 -1.814  -0.3264
C27 -1.532 1.449 -4.845  -1.3055
C28 -1.537 1.217 -3.357  0.8775
C29 -2.572 1.932 -2.531  -0.2069
O1 -0.744 0.453 -2.850  -0.7207
H19 -1.607 2.514 -5.072  0.3851
H20 -2.419 0.964 -5.263  0.2606
H21 -0.639 1.017 -5.290  0.3240
H22 -3.132 2.645 -3.135  0.3447
H23 -2.100 2.439 -1.683  -0.2058
H24 -3.252 1.171 -2.132  0.0342
Br1 0.533 9.425 1.196  -0.2613
C30 -0.386 7.808 0.769  0.0203
C31 -1.711 7.880 0.371  -0.3467
C32 -2.373 6.698 0.065  -0.6459
C33 -1.713 5.480 0.152  -0.4445
C34 -0.387 5.426 0.560  0.2734
C35 0.282 6.604 0.876  -0.1930
C36 0.332 4.082 0.703  0.2422
O2 1.408 4.101 1.332  -0.7008
O3 -0.224 3.092 0.169  -0.5745
H25 -2.211 8.837 0.304  0.3860
H26 -3.411 6.734 -0.242  0.3883
H27 -2.210 4.549 -0.086  0.3025
H28 1.308 6.540 1.212  0.5134
C37 5.515 -2.455 4.690  -1.1442
O4 5.219 -1.506 3.687  -0.2831
C38 5.268 -0.192 4.019  0.2851
C39 5.783 0.295 5.213  -0.4342
C40 5.819 1.666 5.448  -0.8352
C41 5.344 2.545 4.491  -1.1287
C42 4.820 2.058 3.301  0.3888
C43 4.773 0.694 3.051  0.0367
N6 4.176 0.156 1.896  0.7195
C44 3.982 0.756 0.720  -0.1469
C45 4.693 1.771 0.110  0.1209
C46 5.992 2.206 0.538  -0.4344
C47 6.722 3.074 -0.195  -0.8432
C48 6.188 3.579 -1.431  -0.3340
C49 4.980 3.200 -1.893  -0.8436
C50 4.128 2.281 -1.139  0.3456
O5 3.001 1.976 -1.544  -0.5223
H29 4.899 -2.292 5.578  0.4691
H30 6.574 -2.417 4.965  0.4141
H31 5.286 -3.426 4.260  0.2352
H32 6.161 -0.390 5.958  0.4110
H33 6.221 2.039 6.381  0.3802
H34 5.359 3.613 4.664  0.4344
H35 4.433 2.750 2.563  0.7410
H36 3.710 -0.774 1.918  -0.0244
H37 3.164 0.298 0.172  0.2818
H38 6.411 1.797 1.449  0.4073
H39 7.713 3.369 0.126  0.4028
H40 6.783 4.279 -2.008  0.3537
H41 4.575 3.577 -2.823  0.4395

Forces on atoms 1 to 6 (eV/Å):
0.1 -1.4 1.1
0.0 0.0 0.0
0.1 0.0 -0.1
-0.1 0.0 0.0
-0.1 0.0 0.1
-0.1 0.0 0.0